74
Properties=species:S:1:pos:R:3:lowdin_charge:R:1 method="wB97M-V/def2-TZVPD" homo_energy_ev="-18.2 / -19.8" spin_multiplicity=5 de_lowest_kcal_mol=75.36 molar_mass_g_mol=547.61 gap_ev="3.88 / 4.74" largest_force_ha_per_bohr=0.072 s2=6.0218 e_lumo_ev="-14.4 / -15.1" charge=+4
Ru 0.0375 -0.1058 0.6326 0.7632
P -1.6783 -1.6670 0.5440 0.7899
P 0.9832 -0.8201 2.6398 0.7532
P 1.4186 -1.4426 -0.6461 0.7820
H 0.7756 2.1677 -0.4820 0.0956
C 0.3665 1.2204 -0.8612 -0.2463
C -1.0640 0.9691 -0.6593 -0.2500
H -1.6505 1.7478 -0.1595 0.0734
C -3.2191 -1.1974 1.4278 -0.1841
C -1.3720 -3.3112 1.3023 -0.2048
C -2.2676 -2.1592 -1.1190 -0.1986
C 2.6181 0.0052 2.7411 -0.1943
C 0.0390 -0.2552 4.0957 -0.2035
C 1.3678 -2.5374 3.1202 -0.2248
C 1.0475 -1.9266 -2.3826 -0.1923
C 2.0489 -3.0746 -0.0821 -0.2081
C 2.9785 -0.4974 -0.8403 -0.1999
H 0.7793 0.9751 -1.8508 0.0385
H -1.6152 0.4708 -1.4613 0.0340
H -3.7906 -0.4768 0.8276 0.0728
H -2.9728 -0.7556 2.4040 0.0529
H -3.8315 -2.0983 1.5897 0.0938
H -1.0732 -3.1999 2.3523 0.0516
H -0.5981 -3.8557 0.7485 0.0398
H -2.3106 -3.8835 1.2613 0.0907
H -2.4112 -1.3031 -1.7879 0.0320
H -3.2329 -2.6726 -1.0081 0.0951
H -1.5561 -2.8569 -1.5758 0.0529
H 3.2650 -0.5824 3.4055 0.0855
H 2.5027 1.0178 3.1510 0.0504
H 3.0903 0.0684 1.7502 0.0261
H 0.0097 -1.0493 4.8517 0.0710
H -0.9915 -0.0073 3.8157 0.0351
H 0.5088 0.6344 4.5302 0.0718
H 2.4204 -2.5965 3.4231 0.0775
H 1.1989 -3.2468 2.3089 0.0098
H 0.7370 -2.8285 3.9681 0.0705
H 1.5399 -2.8833 -2.6060 0.0878
H 1.4298 -1.1735 -3.0847 0.0450
H -0.0283 -2.0583 -2.5439 0.0191
H 2.6575 -3.4948 -0.8943 0.0856
H 1.2247 -3.7669 0.1206 0.0421
H 2.6762 -2.9646 0.8083 0.0552
H 3.3578 -0.6468 -1.8585 0.0840
H 3.7206 -0.8589 -0.1215 0.0661
H 2.8078 0.5722 -0.6794 0.0411
C -1.7922 0.3063 -4.9605 -0.2646
C -0.4958 0.1576 -4.1702 -0.1072
C 0.6758 0.8707 -4.6945 0.0058
C 0.7449 1.1817 -6.0221 0.0343
C -0.3890 1.0052 -6.8654 0.0121
C -1.6229 0.6470 -6.3636 0.1408
O -2.7928 -0.0547 -4.3434 0.3331
H -0.4794 -0.9343 -4.3000 0.1391
H -0.6775 0.3200 -3.1003 0.0743
H 1.4690 1.1152 -3.9865 0.1273
H 1.6535 1.6233 -6.4342 0.1533
H -0.2668 1.1715 -7.9318 0.1489
H -2.5062 0.5488 -6.9965 0.1688
C 1.5698 4.7904 3.2159 0.0208
C 0.5462 3.8161 2.8089 -0.2506
C -0.8262 3.7741 2.9779 0.0743
C -1.2901 2.6141 2.3328 -0.3059
N -0.2217 1.9235 1.8701 -0.0370
N 0.8526 2.7036 2.1188 0.0239
C -2.7051 2.2417 2.1449 -0.0124
H 1.2198 5.8085 3.0074 0.1161
H 1.7704 4.7278 4.2938 0.1160
H 2.5174 4.6417 2.6844 0.0979
H -1.4334 4.4973 3.4936 0.1468
H 1.7862 2.4494 1.7985 0.1508
H -3.1827 2.0464 3.1179 0.1182
H -3.2496 3.0695 1.6597 0.1236
H -2.8181 1.3434 1.5283 0.0232

***

75
Properties=species:S:1:pos:R:3:lowdin_charge:R:1 method="wB97M-V/def2-TZVPD" homo_energy_ev="-18.8 / -19.6" spin_multiplicity=5 de_lowest_kcal_mol=55.13 molar_mass_g_mol=783.54 gap_ev="7.93 / 4.74" largest_force_ha_per_bohr=0.058 s2=6.0361 e_lumo_ev="-10.9 / -14.8" charge=+4
Pt -0.1425 -0.1621 -0.3627 0.5059
P 0.1124 1.6890 1.1314 0.6789
P -2.3001 -0.1273 -0.7402 0.5399
P 2.0168 -0.7669 -0.7839 0.5754
H -1.6108 -2.9542 -4.8694 0.0792
C -0.8114 -3.5296 -4.3673 -0.0549
C -0.5204 -3.3258 -3.0835 -0.0987
H -0.9923 -2.5778 -2.4564 -0.0091
C 0.2645 3.0965 0.0089 -0.2118
C -1.2447 1.9461 2.3065 -0.2069
C 1.5742 1.5761 2.1890 -0.2137
C -2.9178 -1.1105 -2.1361 -0.2334
C -3.4237 -0.5648 0.6149 -0.2409
C -2.7431 1.5851 -1.1590 -0.2449
C 2.1739 -1.9370 -2.1722 -0.2295
C 3.0103 -1.4543 0.5772 -0.2461
C 2.9434 0.7435 -1.2202 -0.2409
H -0.3018 -4.3134 -4.9675 0.0999
H 0.1898 -4.0468 -2.6360 0.0724
H 0.3447 3.9902 0.6370 0.0842
H -0.6033 3.1893 -0.6525 0.0287
H 1.1581 2.9938 -0.6115 0.0434
H -0.9856 2.8481 2.8796 0.0851
H -1.3221 1.1013 3.0051 0.0359
H -2.2115 2.0964 1.8228 0.0462
H 1.6283 2.5423 2.7101 0.0867
H 2.5057 1.4132 1.6362 0.0384
H 1.4497 0.7730 2.9229 0.0242
H -3.9812 -0.8793 -2.3061 0.0888
H -2.8160 -2.1732 -1.9059 0.0551
H -2.3648 -0.8930 -3.0585 0.0323
H -4.4446 -0.5579 0.1986 0.0854
H -3.3683 0.1431 1.4480 0.0330
H -3.1813 -1.5690 0.9793 0.0294
H -3.8217 1.6483 -1.3588 0.0853
H -2.1920 1.8950 -2.0545 -0.0033
H -2.5051 2.2655 -0.3357 0.0245
H 3.2482 -2.0441 -2.3982 0.0831
H 1.6364 -1.5715 -3.0614 0.0328
H 1.7460 -2.9052 -1.8784 0.0407
H 3.9524 -1.7839 0.1083 0.0832
H 2.4706 -2.3050 1.0208 0.0173
H 3.2103 -0.6901 1.3449 0.0390
H 3.9413 0.4182 -1.5455 0.0778
H 3.0394 1.4106 -0.3523 0.0348
H 2.4397 1.2832 -2.0363 0.0427
C 0.0857 1.4920 -5.1117 -0.5130
C -0.1285 0.1478 -4.7341 -0.0574
C 0.2263 -0.8495 -5.6542 -0.0039
C 0.7751 -0.5656 -6.8967 0.0767
C 1.0442 0.7721 -7.2214 0.0341
C 0.6317 1.7917 -6.3650 -0.0573
Se -0.4115 3.0899 -4.1523 1.0362
H 1.0276 3.3125 -3.7935 -0.0624
H -0.5888 -0.1105 -3.7752 0.0743
H 0.0716 -1.8712 -5.3708 0.0596
H 0.9859 -1.3705 -7.5828 0.1506
H 1.5683 1.0490 -8.1179 0.1395
H 0.6994 2.8366 -6.6285 0.1168
C 2.1966 -1.6280 4.1778 0.0156
N 0.8110 -1.3661 4.5313 -0.0950
C 0.4037 -0.7313 5.7017 0.0442
C -0.9438 -0.7154 5.6807 0.0291
N -1.3572 -1.3024 4.5038 -0.1074
C -2.7381 -1.4934 4.0937 0.0114
C -0.2698 -1.5466 3.7088 -0.5622
Se -0.2749 -1.9770 1.8758 1.0286
H 2.7472 -1.8418 5.0863 0.1269
H 2.6696 -0.8008 3.6579 0.0806
H 2.2251 -2.4937 3.5160 0.0969
H 1.1078 -0.3437 6.4367 0.1680
H -1.6439 -0.3093 6.3957 0.1641
H -3.3276 -1.8184 4.9782 0.1401
H -3.1625 -0.5582 3.6732 0.1009
H -2.7609 -2.2694 3.3033 0.0889

***

75
Properties=species:S:1:pos:R:3:lowdin_charge:R:1 method="wB97M-V/def2-TZVPD" homo_energy_ev="-9.0 / -9.6" spin_multiplicity=3 molar_mass_g_mol=443.70 gap_ev="9.40 / 9.15" largest_force_ha_per_bohr=0.225 s2=2.0097 e_lumo_ev="0.4 / -0.4" charge=0
C 4.0448 5.5822 -4.8569 -0.0790
C 3.3601 4.2998 -4.0913 -0.4363
O 4.3948 3.3275 -3.7033 -0.1266
C 2.2387 3.4883 -4.9719 -0.2629
Si 0.4737 4.2068 -4.6024 0.6727
O 0.2743 5.7724 -5.3999 -0.2491
C 0.7361 6.8716 -4.5236 -0.2434
N 1.1976 7.8518 -3.8003 0.1039
H 5.1304 5.3148 -5.2527 0.0939
H 4.1877 6.4252 -4.0268 0.0931
H 3.3257 5.9549 -5.7199 0.0830
H 2.8148 4.7218 -3.1411 0.1280
H 4.5782 2.7407 -4.4967 0.1064
H 2.3910 3.5688 -6.1317 0.0957
H 2.2328 2.3503 -4.6644 0.1008
H -0.5122 3.2921 -5.2244 -0.0266
H 0.1447 4.2554 -3.1710 -0.0284
C 1.8767 3.5956 0.6275 -0.0363
C 0.5841 2.7936 0.2884 -0.4594
C -0.0870 2.2416 1.5777 -0.1377
C 0.5277 0.9655 2.1464 -0.1833
C 0.7379 -0.0800 1.0606 -0.1482
C 1.5525 0.4748 -0.1354 -0.4744
N 0.9451 1.7251 -0.7013 -0.0278
O -0.2250 1.3600 -1.3903 -0.0388
C 3.0117 0.7275 0.3364 -0.0447
C 1.7110 -0.6425 -1.2138 -0.0411
C -0.3922 3.8780 -0.2870 -0.0541
H 2.6920 3.3761 -0.0711 0.0764
H 1.7294 4.6789 0.5461 0.0781
H 2.2341 3.3992 1.6418 0.0765
H -1.1472 2.0238 1.3746 0.1218
H -0.0873 3.0099 2.3628 0.1235
H 1.4738 1.1940 2.6493 0.1035
H -0.1329 0.5565 2.9207 0.1124
H 1.2389 -0.9524 1.4920 0.1203
H -0.2430 -0.4400 0.7202 0.1118
H 3.6265 1.1347 -0.4731 0.0877
H 3.4824 -0.2089 0.6640 0.0899
H 3.0874 1.4043 1.1897 0.0586
H 0.7521 -1.0183 -1.5822 0.0732
H 2.2466 -1.5092 -0.8063 0.0828
H 2.2881 -0.2769 -2.0734 0.0819
H -0.0207 4.2967 -1.2253 0.0326
H -0.5132 4.7066 0.4248 0.0891
H -1.4021 3.4817 -0.4606 0.0789
C -2.8110 -5.5526 0.5027 -0.0391
C -1.7306 -4.7633 1.3021 -0.4616
C -1.2337 -5.5796 2.5285 -0.1401
C -2.1383 -5.5401 3.7572 -0.1900
C -2.5593 -4.1159 4.0898 -0.1418
C -3.1973 -3.3960 2.8748 -0.4778
N -2.3058 -3.4265 1.6678 -0.0216
O -1.2361 -2.5444 1.9019 -0.0359
C -4.5693 -4.0607 2.5721 -0.0474
C -3.5847 -1.9402 3.2832 -0.0423
C -0.5183 -4.6749 0.3109 -0.0499
H -3.6392 -4.9091 0.1849 0.0791
H -2.4165 -5.9730 -0.4296 0.0773
H -3.2266 -6.3856 1.0758 0.0763
H -0.2479 -5.2037 2.8439 0.1211
H -1.0740 -6.6288 2.2451 0.1242
H -3.0173 -6.1746 3.5993 0.1035
H -1.6071 -5.9709 4.6148 0.1151
H -3.2572 -4.1337 4.9329 0.1218
H -1.6804 -3.5600 4.4447 0.1242
H -5.0555 -3.5939 1.7090 0.0899
H -5.2501 -3.9545 3.4269 0.0900
H -4.5060 -5.1340 2.3830 0.0581
H -2.7301 -1.3541 3.6336 0.0707
H -4.3145 -1.9426 4.1027 0.0842
H -4.0428 -1.4065 2.4400 0.0884
H -0.7623 -4.0782 -0.5712 0.0863
H -0.2256 -5.6769 -0.0331 0.0858
H 0.3769 -4.2461 0.7820 0.0728